{
  "formula": "C34H25BrF4N6O4RuS",
  "method": "the ωB97M-V functional and the def2-TZVPD basis",
  "homo_energy_ev": [-11.23, -11.50],
  "e_lumo_ha": [-0.1381, -0.2432],
  "largest_force_ev_per_a": 0.86,
  "charge": 1,
  "s_squared": 8.807,
  "spin_multiplicity": 6,
  "elements": ["C", "C", "H", "C", "H", "H", "H", "H", "C", "H", "C", "C", "O", "H", "H", "F", "C", "N", "C", "C", "C", "H", "C", "H", "N", "H", "C", "H", "C", "N", "O", "H", "C", "C", "H", "C", "H", "N", "F", "C", "H", "O", "C", "H", "C", "C", "H", "F", "C", "H", "H", "C", "H", "H", "N", "C", "N", "C", "S", "F", "O", "C", "Br", "C", "Ru", "C", "C", "C", "C", "H", "C", "C", "H", "H", "C", "C"],
  "positions_angstrom": [[1.628, -3.457, -3.101], [6.648, 2.809, -0.663], [-2.813, 1.291, 6.010], [7.920, 2.244, -0.901], [-1.793, -2.300, 4.124], [-0.091, 1.224, 4.589], [-0.459, -3.328, -2.637], [4.064, -1.604, -1.632], [1.922, 1.094, -3.465], [-4.096, -0.485, 5.034], [5.530, 1.547, -2.508], [-1.985, 1.765, 5.482], [-1.903, 2.832, -0.164], [-3.941, -5.700, -1.334], [-4.003, -1.310, 3.469], [6.684, 0.999, -2.868], [0.529, -2.935, -2.432], [8.972, 1.792, -1.043], [-3.480, -4.622, 0.461], [6.586, 3.678, 0.450], [-2.180, -1.418, 4.630], [-4.430, 1.562, -0.858], [-3.004, -3.438, 1.000], [-3.216, 5.021, -1.413], [-1.905, -1.088, 2.020], [-1.518, 2.476, 6.163], [-1.442, -0.079, 2.750], [-2.385, 2.318, 4.632], [-3.170, -3.743, -1.758], [1.766, -0.320, -5.597], [1.096, 0.314, 0.173], [-4.129, -2.247, 4.961], [3.133, 1.630, -2.870], [-3.694, -1.354, 4.513], [1.506, -4.241, -3.835], [-3.570, 4.415, -0.573], [-0.598, 0.159, 5.880], [-1.493, -0.237, 4.068], [1.898, 3.110, -1.504], [-3.563, -4.776, -0.916], [-1.883, -1.466, 5.675], [-2.108, -0.121, -0.092], [-0.957, 0.738, 5.032], [-3.235, -3.864, -2.832], [-3.700, 2.034, -1.524], [0.684, 1.223, -2.786], [-0.168, -1.512, -0.993], [4.045, 3.895, -0.210], [-2.618, -2.396, 0.162], [-2.936, -3.306, 2.071], [-3.039, 1.255, -1.889], [1.874, 0.324, -4.644], [-3.788, -5.427, 1.115], [-3.233, 4.882, 0.349], [-0.305, 1.305, -2.200], [1.968, -1.434, -1.221], [6.573, 4.363, 1.378], [3.082, 2.584, -1.853], [-0.772, 1.467, 2.216], [4.545, 0.234, -4.154], [3.290, 0.009, 0.134], [-2.703, -2.554, -1.221], [4.387, -3.671, -3.724], [5.467, 2.464, -1.459], [-0.504, 1.310, -0.038], [3.077, -1.972, -1.872], [0.693, -1.920, -1.504], [2.200, -0.319, -0.245], [4.399, 1.141, -3.199], [-4.657, 4.380, -0.627], [2.894, -2.968, -2.814], [-2.981, 3.058, -0.725], [-4.250, 2.510, -2.335], [-2.407, -1.737, -1.866], [-2.160, -1.097, 0.725], [4.204, 2.993, -1.172]]
}